Record 1
{"formula": "C26H44O10P2S", "method": "ωB97M-V/def2-TZVPD", "species": ["C", "O", "C", "C", "C", "C", "C", "O", "C", "C", "C", "O", "O", "S", "O", "O", "C", "C", "O", "C", "P", "C", "C", "C", "C", "C", "C", "C", "C", "C", "P", "C", "O", "C", "C", "C", "O", "C", "O", "H", "H", "H", "H", "H", "H", "H", "H", "H", "H", "H", "H", "H", "H", "H", "H", "H", "H", "H", "H", "H", "H", "H", "H", "H", "H", "H", "H", "H", "H", "H", "H", "H", "H", "H", "H", "H", "H", "H", "H", "H", "H", "H", "H"], "positions_angstrom": [[2.65490, 4.20798, 3.20465], [3.17860, 2.85784, 3.46042], [2.33106, 2.00482, 2.60098], [3.00361, 0.57439, 2.34188], [2.89862, 0.02429, 0.83682], [1.67668, 0.55239, -0.02443], [1.12383, -0.28143, -1.24497], [2.00045, -1.18971, -1.91658], [3.34020, -0.89934, -2.18925], [3.86929, 0.56832, -2.52380], [4.12507, 0.70329, -4.12339], [5.20815, 0.70394, -1.92245], [0.81078, 0.64586, -2.36875], [-0.75590, 1.14016, -2.44668], [-0.77380, 2.34528, -3.37832], [-1.03237, 1.76383, -0.91332], [-1.91266, 0.78532, -0.27060], [-2.24292, 1.55475, 1.13043], [-1.07600, 1.91533, 1.89669], [-1.48013, 2.72858, 3.04571], [-3.57606, 1.07021, -1.24908], [-5.09044, 0.80602, -0.16474], [-3.67761, 2.90552, -1.80147], [-1.43443, -0.72536, -0.18856], [-1.57889, -1.12329, 1.39342], [-2.93735, -1.54398, 2.05691], [-3.05673, -1.94946, 3.57155], [-1.82720, -1.96441, 4.51826], [-0.47760, -1.54930, 3.88684], [-0.38070, -1.14187, 2.38874], [-2.89363, -1.76201, -0.96406], [-2.89646, -1.84859, -2.82557], [-2.62405, -3.41465, -0.45768], [-0.14042, -1.27827, -0.90289], [0.44981, -2.69528, -0.32918], [0.46263, -3.86728, -1.46143], [1.83077, -4.14143, -1.95620], [1.69974, -3.95082, -3.38203], [2.03172, -4.79535, -4.23659], [3.09499, 4.97718, 3.94565], [1.50882, 4.11615, 3.30634], [2.90906, 4.59231, 2.15910], [2.12297, 2.62417, 1.66611], [1.38265, 1.80910, 3.23813], [2.53786, -0.19005, 3.07053], [4.12581, 0.68934, 2.58413], [2.90309, -1.12661, 0.89984], [3.89721, 0.29430, 0.31850], [1.95526, 1.60661, -0.41422], [0.80024, 0.73470, 0.70017], [3.69152, -1.56592, -3.07286], [3.99832, -1.27470, -1.30691], [3.25643, 1.43703, -2.11535], [4.76460, -0.18531, -4.46627], [4.79462, 1.63171, -4.24058], [3.12404, 0.79111, -4.66332], [5.17209, 1.30059, -1.14755], [-2.65614, 2.57728, 0.74911], [-3.10909, 1.11393, 1.71681], [-2.54566, 2.47628, 3.36934], [-0.71353, 2.62167, 3.88756], [-1.45652, 3.83664, 2.70960], [-5.17264, -0.27382, 0.18677], [-6.02539, 1.00033, -0.81966], [-5.12767, 1.56440, 0.70895], [-3.48377, 2.97350, -2.92378], [-4.71376, 3.31490, -1.51026], [-2.89075, 3.54030, -1.25354], [-3.92078, -1.54246, 1.49726], [-4.08210, -2.21924, 4.02014], [-1.84755, -2.25138, 5.61698], [0.45316, -1.56579, 4.55827], [0.66068, -0.89219, 2.01704], [-2.45976, -2.85890, -3.19241], [-3.99378, -1.82879, -3.18741], [-2.34809, -1.02936, -3.39532], [-3.41417, -3.68622, 0.05800], [-0.38617, -1.60930, -1.98990], [-0.19140, -3.15606, 0.49273], [1.49199, -2.56082, 0.15307], [-0.29506, -3.70030, -2.29540], [0.15065, -4.86385, -0.96020], [1.20712, -2.97868, -3.76649]], "forces_ev_per_angstrom": [[-0.2, 0.2, 0.7], [-1.1, 0.9, -1.7], [0.0, -0.6, 1.1], [0.2, 0.4, 0.1], [1.0, -0.7, -0.2], [-0.3, 1.4, 0.6], [0.4, -1.2, -0.2], [-1.1, 0.7, 0.6], [3.1, -0.5, 0.4], [0.6, 0.4, -0.9], [0.4, 0.5, 1.4], [-0.9, 0.1, 0.1], [-1.1, 0.7, 1.3], [0.2, 3.2, -2.7], [0.5, -3.3, 2.6], [0.7, -1.7, -0.9], [-1.4, 2.4, 2.4], [-0.1, 1.8, -1.4], [-1.3, -0.5, 1.0], [0.2, 0.9, -0.5], [-0.8, -0.7, -1.2], [-0.9, 0.8, 0.6], [0.3, 0.7, 1.0], [-0.6, -1.5, 1.4], [-0.1, -1.6, 4.2], [2.5, 0.0, 2.5], [3.0, 0.9, -0.8], [0.7, 1.3, -4.4], [-3.0, -0.1, -1.8], [-2.3, -1.0, 1.1], [-1.7, -0.6, 0.8], [0.7, -1.1, -1.7], [-0.1, 1.4, -0.7], [1.8, -0.5, -1.5], [-0.2, -0.7, 0.2], [0.1, -0.5, 2.1], [-2.0, 0.9, -3.3], [0.9, -2.3, -2.0], [-0.8, 2.8, 3.5], [-0.8, -1.5, -1.0], [1.7, 0.7, -0.1], [-0.3, -0.7, 1.2], [0.0, -1.3, 1.0], [1.1, 0.5, -1.5], [0.8, 1.2, -1.1], [-1.8, -0.3, -0.2], [-0.1, 1.7, -0.2], [-1.7, -0.5, 0.7], [-0.6, -1.7, 0.6], [1.1, -0.2, -1.2], [-1.0, 1.0, 1.4], [-1.1, 0.7, -1.3], [0.4, -1.4, -0.8], [-1.2, 1.2, 0.4], [-1.3, -1.3, -0.1], [1.5, -0.2, 0.6], [-0.1, -0.6, -0.7], [0.4, -1.6, 0.4], [1.4, 0.0, -0.5], [1.5, 0.2, -0.2], [-1.2, -0.1, -1.2], [-0.2, -1.6, 0.6], [0.3, 1.6, -0.4], [1.6, -0.2, 0.9], [-0.1, -1.4, -1.2], [-0.3, -0.2, 1.6], [1.5, -0.7, -0.6], [-1.2, -0.9, -0.9], [1.5, 0.0, 0.6], [1.8, 0.5, -1.0], [-0.2, 0.4, -1.7], [-1.5, 0.1, -1.4], [-1.6, -0.3, 0.5], [-0.6, 1.5, 0.6], [1.7, 0.1, 0.9], [-0.7, -1.0, 1.0], [0.8, 0.4, -0.5], [0.0, 0.9, 1.7], [0.5, 1.1, -1.1], [-1.6, -0.3, -1.1], [1.1, 0.0, 1.0], [0.4, 1.7, -0.8], [0.7, -1.1, 1.2]], "homo_energy_ev": -7.943, "charge": 0, "homo_lumo_gap_ha": 0.2964}

---

Record 2
{"formula": "C26H45AgBr6Cl6F9FeNO11S3", "method": "ωB97M-V/def2-TZVPD", "species": ["Ag", "Fe", "C", "C", "C", "O", "H", "H", "H", "H", "H", "H", "H", "C", "F", "F", "F", "S", "O", "O", "O", "C", "F", "F", "F", "S", "O", "O", "N", "S", "O", "O", "C", "F", "F", "F", "C", "Cl", "Cl", "Cl", "H", "C", "Cl", "Cl", "Cl", "H", "C", "C", "C", "O", "C", "H", "H", "H", "H", "H", "H", "H", "H", "C", "C", "C", "O", "C", "H", "H", "H", "H", "H", "H", "H", "H", "C", "C", "C", "O", "C", "H", "H", "H", "H", "H", "H", "H", "H", "Br", "C", "C", "Br", "H", "H", "H", "H", "Br", "C", "C", "Br", "H", "H", "H", "H", "Br", "C", "C", "Br", "H", "H", "H", "H"], "positions_angstrom": [[-26.80802, -0.95179, -3.21190], [-26.45362, 1.50924, -6.14871], [-24.74836, 4.90533, -7.67103], [-24.44000, 3.40612, -7.71883], [-22.99168, 3.05767, -8.09237], [-24.90827, 2.66141, -6.64262], [-23.91292, 5.34828, -7.11381], [-25.65012, 5.09366, -7.10185], [-24.75110, 5.36189, -8.65926], [-24.99494, 3.01735, -8.60356], [-22.97790, 2.16276, -8.71549], [-22.36694, 2.94333, -7.20747], [-22.61522, 3.85952, -8.73519], [-27.22959, 3.46917, -1.98154], [-28.34759, 2.78899, -1.69619], [-27.50600, 4.51304, -2.73815], [-26.69805, 3.88223, -0.83776], [-26.03540, 2.29778, -2.81804], [-24.74685, 2.91493, -2.73158], [-26.07483, 1.07866, -2.01327], [-26.52042, 2.15751, -4.20061], [-29.79487, -0.53565, -6.96700], [-30.29152, 0.22818, -7.91645], [-30.61147, -1.53445, -6.68306], [-28.61996, -1.03061, -7.37364], [-29.46656, 0.44922, -5.40179], [-30.73276, 0.80241, -4.87390], [-28.66499, -0.40657, -4.56198], [-28.47573, 1.72338, -6.01853], [-29.46594, 2.99988, -5.84150], [-30.54863, 3.00927, -6.78347], [-29.72361, 3.28155, -4.46358], [-28.37366, 4.40819, -6.41822], [-28.01338, 4.22635, -7.68892], [-29.06508, 5.54329, -6.35555], [-27.32678, 4.50402, -5.62331], [-27.71295, 7.81527, -10.70886], [-26.06968, 8.32515, -10.29586], [-27.98865, 6.15837, -10.17070], [-27.94566, 8.07115, -12.44100], [-28.41335, 8.45033, -10.18288], [-31.59937, -3.11720, -9.20654], [-33.07163, -3.03831, -8.23119], [-31.96768, -3.17420, -10.93202], [-30.54624, -4.42883, -8.70350], [-31.07565, -2.18105, -9.06477], [-29.76575, 0.50503, 0.12190], [-28.33339, 0.40406, 0.65811], [-27.78513, -0.84032, -0.05069], [-28.36096, -0.77820, -1.33561], [-29.62103, -0.11452, -1.27859], [-30.07821, 1.54629, 0.06854], [-30.44772, -0.00799, 0.79873], [-28.33982, 0.39867, 1.74737], [-27.67720, 1.21555, 0.33703], [-28.12177, -1.67581, 0.58140], [-26.69749, -0.81497, -0.03875], [-30.47179, -0.75717, -1.52889], [-29.67413, 0.65548, -2.05168], [-26.51718, -0.40384, -10.15198], [-27.79050, 0.44012, -10.17183], [-27.40600, 1.56505, -9.23091], [-26.69546, 0.88471, -8.18201], [-25.88951, -0.18695, -8.76210], [-25.80424, -0.02528, -10.88302], [-26.75125, -1.45446, -10.31435], [-28.67841, -0.04264, -9.77094], [-28.01870, 0.74214, -11.19328], [-28.28847, 2.05323, -8.81973], [-26.73776, 2.31468, -9.66204], [-26.03352, -1.03996, -8.09889], [-24.85598, 0.15606, -8.75508], [-29.08420, -5.03629, -3.70009], [-28.22556, -4.94980, -4.95669], [-27.34696, -3.71533, -4.76199], [-27.67882, -3.14216, -3.49388], [-28.96829, -3.64387, -3.09296], [-28.56553, -5.67319, -2.97731], [-30.10577, -5.40003, -3.75636], [-28.86756, -4.91484, -5.83917], [-27.60358, -5.83219, -5.10555], [-27.50940, -2.97159, -5.55449], [-26.28502, -3.94626, -4.86877], [-29.68410, -2.88302, -3.42308], [-28.98143, -3.65216, -2.00396], [-32.55738, 5.01991, -3.70876], [-32.23417, 3.45294, -2.56512], [-33.51218, 2.67359, -2.32486], [-33.24879, 1.25855, -0.98527], [-31.97525, 3.88960, -1.60475], [-31.45511, 2.83546, -2.99483], [-33.82302, 2.16972, -3.23348], [-34.26681, 3.31500, -1.88627], [-33.41308, 4.99542, -8.17732], [-32.22037, 6.37514, -7.47925], [-31.38918, 6.83982, -8.66198], [-30.47190, 8.52494, -8.25117], [-31.57109, 5.99109, -6.69880], [-32.81388, 7.18525, -7.06554], [-32.04351, 7.05676, -9.49780], [-30.62589, 6.10031, -8.87775], [-31.60387, 0.65474, -10.60682], [-31.64997, 2.59627, -10.93070], [-30.46921, 3.03692, -11.74596], [-30.70066, 4.92960, -12.22530], [-31.75983, 3.09754, -9.96973], [-32.58833, 2.85474, -11.41814], [-30.36390, 2.47386, -12.67037], [-29.51096, 2.90058, -11.24779]], "forces_ev_per_angstrom": [[0.0, 0.4, 0.6], [2.1, 2.4, -0.6], [1.3, -0.3, 1.0], [-1.2, -1.3, -1.7], [-0.3, 0.6, -0.1], [-1.0, -0.9, 1.1], [-0.2, 0.3, 0.0], [-0.1, 0.1, -0.2], [-0.2, -0.1, 0.0], [-0.1, 0.3, -0.1], [0.1, -0.2, 0.3], [0.1, 0.0, 0.0], [0.2, 0.0, 0.2], [0.2, -0.8, -0.2], [-0.2, 0.3, -0.1], [-0.1, 0.0, 0.0], [0.1, 0.0, 0.0], [2.3, 0.3, 0.5], [-0.3, 0.6, -0.1], [-1.1, -0.6, -0.6], [-0.6, -0.6, 0.4], [0.7, 0.5, 0.8], [-0.1, -0.1, 0.2], [-0.2, -0.1, 0.0], [0.0, -0.3, -0.1], [1.6, 0.0, -0.6], [-0.5, 0.3, -0.2], [0.4, -0.1, -0.7], [-3.1, -2.1, 0.9], [0.0, 2.4, -0.4], [0.1, -0.2, 0.0], [0.2, 0.1, 0.0], [-0.3, -0.3, 0.3], [0.3, -0.1, 0.0], [-0.2, -0.1, 0.1], [0.2, 0.1, -0.2], [0.4, 0.3, 0.0], [0.0, 0.0, 0.2], [0.0, 0.1, -0.2], [-0.2, -0.3, 0.0], [0.0, 0.0, 0.0], [-0.2, 0.5, -0.1], [0.1, -0.1, -0.1], [0.0, -0.2, 0.0], [0.0, -0.1, 0.0], [0.1, -0.1, 0.1], [0.8, 0.3, -0.2], [0.4, 0.4, -0.2], [-0.6, 0.6, 2.2], [0.1, -0.7, -0.3], [-1.2, 0.7, 0.0], [-0.1, 0.0, -0.1], [-0.1, -0.2, -0.3], [0.3, -0.3, 0.0], [-0.4, 0.3, 0.0], [0.0, -0.5, -0.7], [0.0, -0.1, -0.6], [0.3, -0.5, 0.2], [0.4, 0.1, 0.0], [0.3, -0.3, 0.3], [0.4, 0.3, -0.1], [-0.4, 0.2, -0.1], [0.1, -0.3, 0.4], [-1.0, 0.5, 0.2], [-0.2, -0.2, -0.3], [0.3, 0.0, -0.2], [0.2, -0.3, -0.1], [0.0, 0.2, 0.1], [0.2, 0.0, 0.3], [-0.1, 0.0, -0.1], [0.2, -0.1, 0.0], [0.1, -0.2, -0.2], [0.9, 0.2, 1.2], [-0.4, -0.6, -0.6], [-0.2, 0.4, -1.0], [0.7, -0.6, -0.1], [-0.2, 0.9, 0.2], [-0.1, -0.2, -0.1], [0.0, 0.1, -0.5], [0.1, 0.4, -0.1], [-0.1, -0.1, 0.2], [-0.4, 0.0, 0.1], [0.1, -0.1, 0.7], [-0.3, -0.4, -0.2], [0.0, 0.0, 0.0], [-0.1, -0.5, 0.1], [-0.5, 0.1, 0.8], [0.2, 0.1, -0.3], [0.2, 0.2, -0.2], [0.6, 0.0, -0.1], [0.1, 0.2, -0.1], [-0.3, 0.0, 0.1], [-0.2, -0.1, -0.2], [0.1, 0.1, 0.4], [0.4, 0.5, -0.2], [-0.3, 0.1, 0.4], [0.0, -0.2, 0.1], [-0.2, -0.4, 0.0], [-0.2, -0.1, -0.1], [0.3, -0.1, -0.2], [0.0, 0.1, -0.3], [-0.1, 0.5, -0.4], [-0.7, 0.3, 0.3], [0.4, -0.1, -0.2], [0.1, -0.5, 0.1], [0.6, -0.2, 0.2], [0.1, -0.5, -0.4], [-0.4, 0.1, -0.1], [-0.1, 0.4, 0.3]], "spin_multiplicity": 5, "homo_energy_ev": [-8.515, -8.498], "charge": 0, "homo_lumo_gap_ha": [0.2838, 0.2843], "s2": 6.02}